[1]
75
Properties=species:S:1:pos:R:3:forces:R:3 method="wB97M-V/def2-TZVPD" s_squared=0.755 charge=+1 spin_multiplicity=2 e_homo_ev="-12.308 / -12.307"
Cl -2.8226 3.6968 -0.4328 0.45 -0.36 -0.05
Cl -4.8557 2.5524 1.2381 -1.32 -0.30 0.08
O 0.3752 -2.2001 3.9561 0.21 0.92 0.40
O -5.1538 -1.9048 2.9500 1.32 0.68 -0.39
O 4.8374 -0.9406 -1.7632 0.69 0.38 -0.40
O -4.5037 -3.9813 1.1216 0.07 -1.12 0.06
O 2.6134 3.1684 -1.7258 -1.00 -0.48 0.97
O 3.2774 -1.6534 -3.8603 -1.13 0.32 0.94
O -0.8961 1.0702 -4.3672 0.21 -0.03 0.54
O -0.4601 -5.0544 3.4437 -0.32 0.40 -0.54
O 1.1785 0.7640 -0.6420 -0.22 -0.51 1.02
O 4.0347 -1.5810 3.7678 -0.31 0.11 -0.09
O 1.2939 0.1914 3.1564 0.74 -1.30 -1.37
O 1.3251 5.2507 0.3886 0.67 -0.50 -0.60
O -1.0068 -0.2303 1.2455 -1.01 0.02 -1.15
O -3.4305 2.9811 -6.1755 0.18 0.27 0.06
C -3.9724 -2.7013 0.9244 -0.37 0.46 1.29
C 1.6245 4.2311 -1.8421 0.31 0.01 -0.28
C -0.7688 -0.6068 -0.1068 0.20 0.64 1.03
C 0.7800 -2.9909 2.8605 -0.31 -0.96 0.68
C 0.7427 4.4182 -0.6240 -0.23 0.53 1.12
C -2.6547 1.8344 -5.8960 0.51 0.80 0.60
C 0.8035 -4.4287 3.3016 0.28 -1.06 0.02
C -3.1839 2.9347 1.1396 0.15 0.30 0.45
C 2.6795 -1.1869 -2.6410 -0.39 -0.01 -1.45
C 2.6699 0.1926 2.7555 0.85 2.69 1.17
C -0.1360 0.5257 -0.9214 -0.13 -2.20 0.35
C 3.5783 -1.5114 -1.5402 1.20 -0.93 1.39
C 3.6435 -0.2158 3.8851 -0.32 0.19 -0.49
C -1.7235 2.1931 -4.6843 -0.31 -0.42 -0.72
C -3.8274 -2.0075 2.3326 -1.47 -0.37 -0.99
H 0.7303 5.2630 1.1420 -0.04 0.06 0.06
H -5.7221 -2.6417 2.7141 0.33 -0.21 0.04
H -3.0330 -2.8292 0.3865 0.17 0.10 0.22
H 0.4351 3.4791 -0.1642 0.25 -0.58 -0.08
H -2.6724 1.9872 1.3088 0.50 0.41 -0.29
H -1.0145 2.9902 -4.9077 -0.18 -0.02 -0.54
H 2.1553 5.1623 -2.0403 -0.11 0.10 -0.02
H -5.4513 -3.9292 1.2662 0.00 -0.06 -0.19
H 1.1569 -0.7427 3.3303 -1.18 -0.26 0.79
H -3.3364 1.0049 -5.7083 0.20 -0.33 0.51
H 4.5473 0.3930 3.8630 -0.03 0.29 -0.28
H -2.2693 2.5659 -3.8176 -0.42 -0.28 0.07
H -0.4230 -2.5037 4.3948 -0.09 -0.05 -0.22
H -3.8533 2.8856 -7.0321 -0.03 -0.01 -0.06
H -4.6847 -2.1855 0.2804 0.24 0.74 0.03
H -1.4481 0.3377 -4.0840 -0.26 -0.10 -0.21
H -0.9853 -4.4961 4.0217 -0.29 -0.25 0.17
H 2.5475 -0.1106 -2.7524 -0.25 0.56 0.16
H 5.4743 -1.5264 -1.3476 0.35 0.19 -0.09
H -2.9854 3.6852 1.9047 0.29 -0.26 -0.14
H 4.1136 -1.1827 -3.8323 0.62 -0.14 -0.40
H -0.2374 -1.5583 -0.0858 0.54 0.11 -0.57
H 1.5267 1.3246 -1.3392 1.27 1.43 -0.82
H -0.1827 0.3272 -1.9922 -0.27 0.31 -0.83
H 2.7424 1.2681 2.5940 0.93 0.23 0.12
H 3.0802 3.0499 -2.5563 0.03 0.31 -0.18
H 3.0273 -0.1818 1.7962 -0.78 -1.01 -0.19
H 1.2747 -4.5193 4.2803 0.57 0.37 -0.05
H 0.9957 3.9789 -2.6960 -0.20 0.21 -0.05
H -3.1671 -2.5716 2.9913 0.02 -0.29 -0.13
H 3.2971 -1.1880 -0.5379 -0.92 -0.04 0.09
H -3.4122 -1.0046 2.2330 -0.27 0.09 0.05
H 3.6849 -2.5959 -1.5672 -0.15 -0.23 0.31
H 4.7495 -1.6864 4.3999 0.07 -0.37 0.02
H -1.6984 -0.7780 -0.6496 -0.39 -0.04 0.44
H 1.3742 -5.0333 2.5968 -0.08 -0.05 -0.06
H 3.1594 -0.0193 4.8418 -0.19 -0.06 0.08
H -0.2140 0.1272 1.6520 0.74 -0.04 0.52
H -2.0155 1.5452 -6.7302 0.12 0.06 -0.10
H 0.0975 -2.8371 2.0247 0.09 -0.05 -0.31
H -0.2093 4.9007 -0.8450 0.03 -0.08 -0.93
H -0.7453 1.4169 -0.7713 -0.31 0.92 0.01
H 1.8107 -2.7172 2.6348 -0.03 0.25 -0.15
H 1.7192 -1.6636 -2.4445 -0.09 -0.09 -0.47

[2]
12
Properties=species:S:1:pos:R:3:forces:R:3 method="wB97M-V/def2-TZVPD" de_lowest_kcal_mol=116.6 e_homo_ev="-7.120 / -7.394"
S -0.8524 -1.4132 1.0510 1.50 0.11 -0.50
N -0.4140 1.0831 -0.9228 1.13 -1.15 -0.90
N 2.5508 0.1908 0.0664 -1.20 -0.96 0.26
C 0.6748 -1.5909 0.1000 -2.06 2.50 0.99
C 1.6553 -0.5710 0.0542 1.57 -0.30 0.48
C -1.1712 0.2371 1.2216 -1.77 0.42 0.54
C -0.8272 1.2173 0.3355 -0.43 3.17 0.79
C 0.2971 0.5086 -1.6898 -1.31 -0.25 1.54
H -1.9325 0.5886 2.0305 1.77 -1.06 -1.24
H 0.3378 0.0331 -2.6261 -0.04 0.01 -1.11
H -0.9984 2.3042 0.5997 0.06 -1.51 -0.16
H 0.6799 -2.5876 -0.2203 0.78 -0.98 -0.71

[3]
7
Properties=species:S:1:pos:R:3:forces:R:3 method="wB97M-V/def2-TZVPD" charge=+1 de_lowest_kcal_mol=17.5 e_homo_ev=-17.977
O 0.1511 0.4002 0.3782 0.56 0.90 1.04
O -2.2700 0.9099 0.5107 -1.62 -1.85 1.17
C 0.6333 -0.6455 -0.0474 -1.08 0.52 -0.28
C -1.2504 1.1914 0.1361 1.84 4.04 -2.39
H -0.0629 -1.2073 -0.6479 0.40 -1.09 -0.43
H 1.6780 -0.8470 0.1918 -0.10 -0.30 -0.04
H -0.9237 2.1994 -0.3864 0.01 -2.23 0.93

Here are the calculated maximum force numbers, same order: 3.059; 3.392; 5.039 (eV/Å).